Density functional theory data (ωB97M-V/def2-TZVPD) for a 8-piece molecular cluster, C29H46O22 overall.

As for the spin multiplicity: 1. Its SMILES is C[C@H]1COC(=O)O1.C[C@H]1COC(=O)O1.C[C@H]1COC(=O)O1.C[C@H]1COC(=O)O1.C[C@H]1COC(=O)O1.C[C@H]1COC(=O)O1.C[C@H]1COC(=O)O1.CO. Its HOMO-LUMO gap is 10.363 eV. The calculation puts the HOMO energy at -10.37 eV. Its total charge is 0. The calculation puts the electronic energy at -2787.8112 Ha. The largest force on an atom comes out at 5.19 eV/Å.

Geometry (Å):
C  -0.0967  0.9069  0.7557
O  0.4317  1.3827  -0.4415
H  -1.1830  0.8523  0.6844
H  0.2714  -0.1162  0.8328
H  0.1987  1.3706  1.6969
H  1.3185  1.6579  -0.1976
C  -6.5645  -0.0741  7.7894
C  -5.2095  -0.1776  6.9728
C  -4.6903  1.1933  6.6508
O  -3.3482  1.0548  7.1138
C  -3.0496  -0.1073  7.6961
O  -1.9805  -0.5290  8.1250
O  -4.2045  -0.8154  7.7694
H  -7.4036  -0.0558  7.0939
H  -6.5698  0.9142  8.2491
H  -6.5747  -0.7585  8.6377
H  -5.3078  -0.6844  6.0128
H  -5.3955  1.9029  7.0835
H  -4.7053  1.4011  5.5809
C  3.1522  4.6360  -8.3322
C  2.4984  3.2674  -7.9505
C  3.3223  2.0350  -8.5525
O  4.2621  1.8204  -7.5014
C  3.7858  2.2672  -6.3476
O  4.1668  1.8225  -5.2298
O  2.6700  3.0642  -6.5644
H  4.1487  4.5203  -7.9058
H  2.7082  5.4582  -7.7711
H  2.8958  4.8184  -9.3758
H  1.4215  3.1256  -8.0415
H  3.8594  2.4926  -9.3833
H  2.6357  1.1889  -8.5795
C  -0.3380  -3.1983  -3.7493
C  1.0475  -3.8226  -4.0225
C  1.3741  -5.3165  -3.6961
O  1.0669  -5.9871  -4.9038
C  1.0086  -5.0809  -5.8717
O  0.8092  -5.3500  -7.0283
O  1.1860  -3.8455  -5.4147
H  -1.1474  -3.4725  -4.4260
H  -0.2346  -2.1134  -3.7681
H  -0.7150  -3.4418  -2.7560
H  1.8266  -3.2550  -3.5137
H  0.8999  -5.7117  -2.7978
H  2.4341  -5.5271  -3.5542
C  6.6895  7.9477  0.2319
C  5.4060  7.0131  0.2806
C  5.6370  5.5446  -0.1257
O  4.7604  4.9715  0.8901
C  4.2584  5.7947  1.7673
O  3.3382  5.5530  2.5284
O  4.7732  7.0694  1.5008
H  7.5218  7.5172  0.7888
H  6.5694  8.9966  0.5028
H  6.8974  7.9280  -0.8379
H  4.7107  7.4496  -0.4364
H  6.6614  5.2025  0.0222
H  5.2474  5.4419  -1.1385
C  -1.6862  6.4071  -3.1651
C  -2.6553  5.4929  -3.8113
C  -3.4105  4.3721  -3.0003
O  -4.7245  4.6800  -3.3517
C  -4.8582  5.6732  -4.2067
O  -5.8914  6.0784  -4.6240
O  -3.6700  6.2182  -4.4060
H  -1.4110  7.1426  -3.9209
H  -0.7403  5.9581  -2.8622
H  -2.0248  6.9081  -2.2582
H  -2.1611  4.8565  -4.5454
H  -3.2344  4.4527  -1.9277
H  -3.0878  3.3894  -3.3441
C  3.4096  -4.4739  5.0592
C  3.6000  -5.6861  4.0994
C  4.1619  -5.3211  2.7407
O  4.8813  -6.4809  2.5147
C  5.1709  -7.2171  3.6341
O  6.0694  -8.0585  3.7705
O  4.6260  -6.5557  4.6110
H  2.4668  -3.9482  4.9080
H  4.2004  -3.7572  4.8372
H  3.5499  -4.7423  6.1063
H  2.6249  -6.1728  4.0813
H  4.8178  -4.4534  2.8117
H  3.2715  -5.1624  2.1323
C  -6.8549  -6.7753  2.8507
C  -6.0456  -5.7309  3.6914
C  -5.1960  -6.2680  4.7950
O  -3.9542  -5.9933  4.3332
C  -3.9282  -5.4639  3.1225
O  -2.9210  -5.1763  2.4939
O  -5.1564  -5.1411  2.7851
H  -7.5090  -6.2074  2.1890
H  -7.5060  -7.3317  3.5249
H  -6.2222  -7.5820  2.4806
H  -6.5973  -4.9317  4.1864
H  -5.2618  -7.3544  4.8537
H  -5.2950  -5.7864  5.7679

Atomic partial charges in e from the Löwdin method, atoms 1 to 8: -0.19, -0.11, 0.08, 0.07, 0.08, 0.08, 0.00, -0.30

***

Density functional theory data (ωB97M-V/def2-TZVPD) for C29H46P2PtS as an isolated structure.

As for the spin multiplicity: 5. Its HOMO-LUMO gap (alpha / beta) is 5.975 / 6.065 eV. The calculation puts the HOMO energy (alpha / beta) at -11.92 / -13.78 eV. Its total charge is +2. The calculation puts the electronic energy at -2332.0171 Ha. The largest force on an atom comes out at 2.81 eV/Å.

Geometry (Å):
Pt  -0.6375  -0.6237  -4.2158
C  -0.8834  -1.6429  0.0876
C  0.4216  -2.0019  -0.4035
C  0.6842  -0.4138  1.2492
C  -0.7032  -0.6740  1.1282
C  1.3745  -1.1869  0.2807
C  -2.1496  -2.3467  -0.2146
H  -2.0153  -3.0580  -1.0380
H  -2.9975  -1.6806  -0.4405
H  -2.4446  -2.9251  0.6747
C  -1.7392  -0.1873  2.0571
H  -2.7079  -0.6362  1.8391
H  -1.8399  0.9044  2.0604
H  -1.4753  -0.4652  3.0852
C  1.3052  0.3112  2.3766
H  0.9104  -0.0531  3.3342
H  1.1215  1.3903  2.3358
H  2.3865  0.1454  2.3651
C  2.8501  -1.3400  0.2262
H  3.2213  -1.9230  1.0816
H  3.3531  -0.3659  0.2623
H  3.1607  -1.8477  -0.6887
C  0.7428  -3.2642  -1.1187
H  0.8140  -4.1430  -0.4572
H  1.7125  -3.1678  -1.6189
H  -0.0123  -3.4720  -1.8808
C  -1.3887  0.9161  -5.5272
C  -1.6850  -0.4054  -5.9669
C  -0.7765  -1.1974  -6.8547
C  0.7362  -0.8408  -6.6946
C  1.0549  -0.4727  -5.2442
C  1.5529  0.9728  -4.9117
C  0.8990  2.1138  -5.6678
C  -0.4706  1.8525  -6.3149
H  -1.1490  -1.0929  -7.8769
H  1.0239  -0.0525  -7.3868
H  -0.8895  -2.2477  -6.5569
H  -0.3189  1.5292  -7.3584
H  -2.2265  1.4955  -5.0943
H  -2.6871  -0.7506  -5.7507
H  -0.9604  2.8443  -6.3868
H  0.8045  2.9882  -5.0148
H  2.6329  1.0567  -5.1593
H  1.5665  2.4230  -6.4836
H  1.2816  -1.7536  -7.0142
H  1.9093  -1.1142  -4.9192
P  -1.3898  0.2593  -1.9541
C  -2.5892  1.2032  -0.9152
C  -2.7985  -0.4912  -3.0179
P  1.5300  1.2657  -3.0318
C  -0.4214  1.6578  -2.8053
C  3.0261  0.2204  -2.8017
C  2.1620  2.8687  -2.4643
H  -2.0525  1.4461  0.0152
H  -3.4426  0.5442  -0.6855
H  -2.9356  2.1277  -1.3924
H  -2.4465  -1.2445  -3.7943
H  -3.4554  0.2391  -3.5049
H  -3.3836  -1.1157  -2.3373
H  2.4134  3.5038  -3.3250
H  3.0446  2.7033  -1.8428
H  1.3953  3.3496  -1.8365
H  -0.6027  2.6107  -2.3174
H  -0.6896  1.7257  -3.8886
H  3.2703  0.1141  -1.7480
H  3.8649  0.7559  -3.3039
H  2.9380  -0.7508  -3.2801
S  -0.0921  3.0299  0.7222
C  -1.2910  3.8983  1.5183
C  -1.4249  3.8535  2.9362
C  -2.4804  4.5105  3.5571
C  -3.3997  5.2571  2.8064
C  -3.2570  5.3431  1.4069
C  -2.2004  4.6966  0.7684
H  -0.6892  3.2908  3.5004
H  -2.5846  4.4454  4.6392
H  -4.2208  5.7798  3.2962
H  -3.9697  5.9206  0.8030
H  -2.0445  4.7726  -0.3119

Atomic partial charges in e from the Löwdin method, atoms 1 to 8: 0.90, -0.22, -0.16, -0.17, -0.17, -0.14, -0.03, 0.09

***

Density functional theory data (ωB97M-V/def2-TZVPD) for C29H47Cl2FFeN3O4Si as an isolated structure.

As for the spin multiplicity: 6. Its HOMO-LUMO gap (alpha / beta) is 7.333 / 8.271 eV. The calculation puts the HOMO energy (alpha / beta) at -6.95 / -7.89 eV. Its total charge is 0. The calculation puts the electronic energy at -4172.0075 Ha. The largest force on an atom comes out at 2.60 eV/Å.

Geometry (Å):
C  -1.0925  -0.4068  -3.5522
C  -0.6874  -1.7011  -2.9184
H  -0.7353  -0.3239  -4.5849
H  -0.7165  0.4511  -2.9744
H  -2.1913  -0.3239  -3.5830
C  -0.1375  -2.7333  -3.5800
C  0.1935  -2.7499  -5.0315
H  0.0288  -3.6756  -3.0563
H  0.1122  -1.7651  -5.5032
H  -0.4784  -3.4285  -5.5727
H  1.2152  -3.1180  -5.1929
Fe  0.4517  0.4022  0.5803
Cl  0.3645  2.2682  -0.6718
C  0.0621  -2.2040  2.2125
O  0.7936  -1.2376  1.8613
N  0.4724  -3.1489  3.0503
C  1.8485  -3.1697  3.5340
C  -0.3897  -4.2503  3.4630
H  -0.9733  -2.3083  1.8444
H  2.3147  -2.2055  3.3147
H  2.4038  -3.9890  3.0539
H  1.8318  -3.3590  4.6140
H  -1.4268  -4.0323  3.1913
H  -0.3120  -4.3762  4.5495
H  -0.0817  -5.1897  2.9833
H  1.1093  2.9249  5.4105
H  -0.6444  4.6537  4.7899
C  1.5211  3.0414  4.4002
C  -0.2293  4.6799  3.7744
N  0.4563  3.4278  3.4830
H  1.9495  2.1004  4.0486
C  0.0930  2.6207  2.4965
O  0.6759  1.5081  2.2893
H  -1.0387  4.8531  3.0611
H  -0.7357  2.9491  1.8523
H  2.2845  3.8286  4.4211
H  0.4726  5.5205  3.7133
H  1.7745  -0.1767  -3.0695
H  2.6786  -2.7960  -2.7221
C  2.7504  0.0385  -2.6036
C  3.5231  -2.2898  -2.2259
N  3.1071  -1.0152  -1.6590
H  2.7165  1.0015  -2.0842
C  2.9118  -0.8824  -0.3420
O  2.5389  0.1800  0.2136
H  3.9131  -2.9322  -1.4276
H  3.1221  -1.8034  0.2322
H  3.5124  0.0546  -3.3923
H  4.3121  -2.1162  -2.9676
O  0.0245  -0.8209  -0.8912
C  -0.8831  -1.7271  -1.4032
C  0.5153  -3.6984  -0.5963
C  -0.7369  -3.1055  -0.7472
H  1.4005  -3.1138  -0.8807
C  0.6184  -5.0135  -0.1319
H  -1.9285  -1.3937  -1.2531
C  -1.8865  -3.7974  -0.3580
H  1.6085  -5.4634  -0.0107
C  -0.5450  -5.7463  0.1243
C  -1.7978  -5.1307  0.0455
H  -2.8557  -3.2980  -0.4300
H  -0.4708  -6.8138  0.3532
H  -2.7061  -5.7025  0.2650
Si  -0.0525  5.2298  -1.8995
Cl  -0.4677  3.7150  -3.2930
C  1.7937  5.3204  -1.5934
C  -1.1618  5.1507  -0.3968
C  -0.5032  6.7883  -2.8922
H  2.2195  4.3476  -1.3196
H  2.0143  6.0486  -0.8000
H  2.2811  5.6775  -2.5124
H  0.2246  6.9103  -3.7059
H  -0.4900  7.7012  -2.2792
H  -1.5011  6.6754  -3.3393
H  -0.9928  4.2376  0.1855
H  -2.2173  5.1851  -0.6975
H  -0.9705  6.0232  0.2454
F  -5.6944  -0.0483  2.1054
C  -4.3729  0.1396  1.7710
C  -3.4123  -0.0022  2.7664
C  -2.0572  0.1395  2.3931
C  -1.7255  0.3858  1.0885
C  -2.6782  0.6100  0.1281
C  -4.0483  0.4570  0.4559
H  -3.6813  -0.2145  3.8001
H  -1.2926  0.0632  3.1631
H  -2.3960  0.9137  -0.8802
H  -4.8194  0.5749  -0.3031

Atomic partial charges in e from the Löwdin method, atoms 1 to 8: -0.04, -0.23, 0.06, 0.05, 0.09, -0.13, -0.10, 0.10

***

Density functional theory data (ωB97M-V/def2-TZVPD) for C29H47CsF6N5O9S3 as an isolated structure.

As for the spin multiplicity: 1. Its HOMO-LUMO gap is 7.884 eV. The calculation puts the HOMO energy at -5.94 eV. Its total charge is -1. The calculation puts the electronic energy at -3898.2223 Ha. The largest force on an atom comes out at 1.00 eV/Å.

Geometry (Å):
Cs  -1.8624  0.0965  2.0110
C  0.1814  -2.4689  -4.2529
C  0.4995  -2.0572  -2.8127
C  1.9899  -1.7509  -2.6836
C  2.6376  -1.8355  -1.2957
C  2.4573  -3.2275  -0.6879
C  4.1222  -1.5168  -1.4729
N  1.9903  -0.8279  -0.3746
C  2.7477  -0.6028  0.8835
C  1.9653  0.0867  1.9790
N  1.3530  1.3542  1.6056
C  0.7171  1.9242  2.8166
C  -0.3510  3.0300  2.5609
O  -0.2436  4.0566  3.2489
O  -1.2250  2.7898  1.6836
C  2.2671  2.3238  0.9548
C  3.1866  3.0742  1.9205
C  1.5129  3.3034  0.0486
C  1.4486  2.9826  -1.4547
C  2.8383  3.0277  -2.0893
C  0.5696  4.0735  -2.0802
N  0.8937  1.6253  -1.6388
C  0.5900  1.2562  -3.0216
C  -0.5137  0.2050  -3.1356
N  -0.3566  -0.9790  -2.3096
C  -1.5982  -1.5060  -1.7509
C  -1.4835  -1.8490  -0.2661
O  -0.3553  -1.6835  0.3098
O  -2.5287  -2.1305  0.3237
H  0.6608  -3.4215  -4.4852
H  0.5456  -1.7331  -4.9751
H  -0.8927  -2.5859  -4.4081
H  0.2893  -2.9157  -2.1701
H  2.2137  -0.7739  -3.1220
H  2.5338  -2.4792  -3.2936
H  2.7434  -3.9764  -1.4293
H  1.4311  -3.4184  -0.3773
H  3.0939  -3.3675  0.1869
H  4.5370  -2.1887  -2.2255
H  4.6872  -1.6615  -0.5537
H  4.2734  -0.4898  -1.8184
H  1.8354  0.0736  -0.8621
H  0.9460  -1.1829  -0.1746
H  3.6545  -0.0522  0.6351
H  3.0574  -1.5747  1.2637
H  2.6660  0.1997  2.8257
H  1.1715  -0.5854  2.3182
H  1.4404  2.3290  3.5301
H  0.2628  1.0709  3.3268
H  2.9114  1.7250  0.3056
H  2.6347  3.8203  2.4947
H  3.9612  3.5950  1.3524
H  3.6841  2.4015  2.6245
H  1.9751  4.2926  0.1270
H  0.4901  3.4150  0.4008
H  3.3130  3.9924  -1.8982
H  2.7909  2.8944  -3.1725
H  3.4862  2.2437  -1.6899
H  0.9386  5.0586  -1.7870
H  -0.4581  3.9878  -1.7192
H  0.5623  4.0424  -3.1707
H  0.0596  1.5311  -1.0629
H  1.5068  0.9198  -3.5150
H  0.2373  2.1117  -3.6106
H  -0.6303  -0.0322  -4.2042
H  -1.4510  0.6811  -2.8383
H  -1.9589  -2.4030  -2.2712
H  -2.3843  -0.7539  -1.8224
F  0.9135  -6.7453  1.2207
C  -0.3715  -6.6647  1.5793
F  -0.4665  -6.9853  2.8716
F  -1.0607  -7.5713  0.8651
S  -1.0993  -5.0059  1.2499
O  -0.8172  -4.7977  -0.1434
O  -2.4384  -5.1389  1.7213
N  -0.1324  -4.0501  2.0915
S  -0.5299  -3.4838  3.5167
O  -0.9178  -2.0926  3.5605
O  -1.2426  -4.3583  4.4023
C  1.1957  -3.4419  4.1788
F  1.6735  -4.6766  4.3584
F  2.0402  -2.7837  3.3661
F  1.2018  -2.8160  5.3642
C  -6.5328  1.0821  -0.9775
S  -4.8008  0.8434  -0.5746
O  -4.0400  1.2510  -1.7961
C  -4.6769  2.1886  0.5990
C  -4.9705  1.9414  1.9352
C  -4.7431  2.9399  2.8700
C  -4.2160  4.1611  2.4669
C  -3.9259  4.3872  1.1341
C  -4.1517  3.3994  0.1856
H  -6.6505  2.0947  -1.3610
H  -7.1221  0.9341  -0.0725
H  -6.8121  0.3461  -1.7292
H  -5.3164  0.9639  2.2559
H  -4.9395  2.7507  3.9176
H  -3.9804  4.9159  3.2047
H  -3.4674  5.3212  0.8374
H  -3.8722  3.5277  -0.8521

Atomic partial charges in e from the Löwdin method, atoms 1 to 8: 1.38, -0.05, -0.33, -0.10, -0.49, 0.00, -0.03, 0.09

***

Density functional theory data (ωB97M-V/def2-TZVPD) for C29H47F6N2O8S3 as an isolated structure.

As for the spin multiplicity: 1. Its HOMO-LUMO gap is 7.504 eV. The calculation puts the HOMO energy at -6.64 eV. Its total charge is -1. The calculation puts the electronic energy at -3638.0934 Ha. The largest force on an atom comes out at 6.77 eV/Å.

Geometry (Å):
C  7.7313  -3.3870  -0.5345
C  8.3901  -2.1509  0.2787
C  7.2021  -1.1929  0.7837
C  7.6784  0.3594  0.8209
C  7.3176  1.1348  -0.5473
C  6.7073  2.5750  -0.1494
C  5.3943  2.7991  -1.0923
C  4.3685  3.7020  -0.2220
C  2.9644  3.6943  -1.0214
C  1.9554  4.8560  -0.5466
C  0.6675  4.1784  0.2013
C  -0.5750  4.3809  -0.8345
C  -1.9320  3.6741  -0.3252
C  -2.3493  4.3783  1.0594
C  -2.6213  3.2682  2.2316
C  -4.1635  3.4237  2.6537
C  -5.1057  2.7115  1.5209
C  -6.4426  2.2516  2.2735
C  -7.3753  1.2330  1.4543
C  -6.5915  0.1476  0.5672
C  -6.7581  0.4543  -1.0183
O  -6.2570  1.7610  -1.4870
S  -5.7137  1.5459  -3.0834
O  -6.2143  2.4871  -4.1380
O  -4.2255  1.8480  -3.0101
O  -6.0616  -0.1098  -3.2850
C  -5.9037  -0.5677  -1.9085
C  -6.0025  -2.1206  -1.5827
C  -7.3180  -2.8357  -1.1123
C  -7.2104  -4.3649  -0.7913
C  -5.8159  -5.0106  -0.9650
N  -4.6118  -4.3942  -1.4138
C  -4.7362  -3.0019  -1.6889
H  8.5881  -4.0252  -0.9512
H  7.1604  -4.0561  0.1990
H  7.0422  -2.9580  -1.3389
H  9.0217  -2.5531  1.1420
H  9.0622  -1.5124  -0.4148
H  6.8846  -1.4688  1.8476
H  6.2919  -1.3416  0.1060
H  7.1427  0.8186  1.7362
H  8.8086  0.4407  1.0196
H  6.5519  0.4766  -1.1016
H  8.2049  1.2666  -1.2570
H  6.3282  2.6431  0.9272
H  7.4727  3.4178  -0.2813
H  5.6844  3.2840  -2.0900
H  4.8482  1.8042  -1.2971
H  4.7908  4.7491  -0.0464
H  4.2484  3.1932  0.7926
H  3.2145  3.8944  -2.1222
H  2.4397  2.6778  -0.9633
H  2.4275  5.6248  0.1517
H  1.5893  5.3936  -1.5033
H  0.8596  3.0753  0.4363
H  0.5162  4.7291  1.1888
H  -0.7904  5.5131  -0.9415
H  -0.2028  3.9560  -1.8326
H  -1.7898  2.5372  -0.2526
H  -2.7695  3.9120  -1.0830
H  -1.5737  5.0948  1.4895
H  -3.3355  4.9563  0.8931
H  -1.9385  3.4062  3.1347
H  -2.4480  2.2134  1.7947
H  -4.5056  4.4948  2.8403
H  -4.3105  2.7696  3.5989
H  -5.2889  3.4419  0.6451
H  -4.4721  1.8629  1.0968
H  -7.0719  3.2121  2.4293
H  -6.2551  1.8304  3.3210
H  -7.9737  0.6338  2.2443
H  -8.1704  1.7401  0.7990
H  -7.0888  -0.8765  0.7723
H  -5.4889  0.0136  0.8237
H  -7.8841  0.4346  -1.2391
H  -4.7887  -0.3463  -1.6929
H  -8.2699  -2.2247  -0.9991
H  -8.1517  -4.8981  -0.4364
H  -5.7459  -6.1317  -0.7059
H  -3.7758  -2.4634  -2.0332
C  3.5582  -5.7460  -1.9467
F  4.4174  -5.0598  -2.7275
F  2.3296  -5.5814  -2.4883
F  3.8590  -7.0559  -2.1008
S  3.6183  -5.2238  -0.1971
O  3.2476  -3.8200  -0.2256
O  4.9886  -5.4849  0.2133
N  2.5177  -6.2300  0.3428
S  2.2620  -6.0982  1.9027
O  1.6051  -4.8817  2.3483
O  3.3261  -6.5705  2.7703
C  0.9710  -7.3839  2.0236
F  1.4180  -8.5987  1.6296
F  -0.0997  -7.1115  1.2427
F  0.5003  -7.5377  3.2788

Atomic partial charges in e from the Löwdin method, atoms 1 to 8: -0.13, -0.26, -0.22, -0.22, -0.20, -0.21, -0.22, -0.22